Computed, not measured: the ion C4H4N3O with charge +1 at a distorted geometry, with the ωB97M-V functional and the def2-TZVPD basis.

Output
LUMO	-5.938	eV
total charge	+1
calculated total energy	-393.9339	a.u.
orbital gap	8.038	eV
ΔE to the lowest compared entry with this formula, charge and spin	59.89	kcal per mole
SMILES string	N#[N+]c1[nH]ccc1O

Each line ends with the Löwdin charge.
CARTESIAN COORDINATES (ANGSTROEM)
N: 3.39 0.39 -0.13  0.372
N: 2.25 0.41 -0.07  0.165
C: 0.71 0.03 -0.07  -0.141
N: 0.28 1.18 0.42  0.065
C: -1.05 1.04 0.30  -0.027
C: -1.36 -0.27 -0.08  0.058
C: -0.16 -1.02 -0.05  -0.267
O: -0.09 -2.24 -0.47  0.162
H: 0.85 1.97 0.65  0.178
H: -1.64 1.97 0.47  0.157
H: -2.26 -0.79 -0.30  0.129
H: -0.92 -2.67 -0.69  0.148

***

Computed, not measured: a cluster of 17 separate species, C20H29BCl48N2O3P in total at a distorted geometry, with the ωB97M-V functional and the def2-TZVPD basis.

Output
LUMO	-2.772	eV
total charge	+1
calculated total energy	-23569.8144	a.u.
orbital gap	9.022	eV

Each line ends with the Löwdin charge.
CARTESIAN COORDINATES (ANGSTROEM)
N: -0.95 2.66 -2.34  0.170
B: -0.47 3.67 -1.44  -0.646
O: -0.83 4.94 -1.64  0.210
C: 0.47 3.30 -0.15  -0.357
P: 1.50 1.85 -0.56  0.637
O: 0.70 0.67 -0.63  -0.398
C: 1.35 4.47 0.18  -0.224
O: 1.84 4.37 1.47  -0.081
C: 0.83 4.40 2.44  -0.196
C: -0.53 4.13 1.89  -0.058
N: -0.36 2.92 1.05  0.133
H: -0.16 2.22 -2.78  0.078
H: -1.43 1.96 -1.79  -0.049
H: -0.07 5.44 -1.94  0.119
H: 2.12 2.18 -1.76  -0.031
H: 2.45 1.81 0.46  0.036
H: 0.84 5.39 0.08  0.128
H: 2.14 4.51 -0.52  0.039
H: 0.78 5.33 2.95  0.111
H: 1.03 3.63 3.13  0.077
H: -1.21 3.96 2.67  0.139
H: -0.92 4.93 1.33  0.137
H: 0.18 2.29 1.61  0.163
H: -1.25 2.51 0.77  0.101
C: -4.38 1.21 0.50  -1.476
Cl: -4.94 2.88 0.57  0.552
Cl: -2.85 1.11 -0.40  0.648
Cl: -4.18 0.52 2.10  0.533
H: -5.12 0.63 -0.04  0.024
C: 4.72 -1.44 -0.81  -1.501
Cl: 6.28 -0.78 -0.35  0.554
Cl: 4.13 -2.57 0.39  0.583
Cl: 3.52 -0.15 -1.06  0.558
H: 4.83 -1.96 -1.75  0.019
C: 2.48 5.46 5.52  -1.578
Cl: 1.01 4.50 5.79  0.541
Cl: 2.09 7.16 5.30  0.519
Cl: 3.60 5.23 6.84  0.548
H: 2.95 5.10 4.61  -0.097
C: -5.36 2.96 5.64  -1.534
Cl: -4.98 4.56 6.26  0.522
Cl: -7.04 2.56 5.95  0.556
Cl: -5.01 2.86 3.91  0.463
H: -4.74 2.24 6.15  0.013
C: -4.71 8.20 5.68  -1.573
Cl: -5.37 9.82 5.78  0.549
Cl: -3.28 8.17 4.65  0.506
Cl: -4.35 7.56 7.28  0.509
H: -5.45 7.56 5.23  -0.003
C: 1.39 -4.98 -0.55  -1.535
Cl: 2.36 -6.16 -1.42  0.511
Cl: 0.05 -4.49 -1.59  0.497
Cl: 0.81 -5.64 0.98  0.503
H: 1.99 -4.11 -0.34  -0.056
C: 1.01 -9.71 -3.07  -1.486
Cl: 2.66 -9.10 -2.91  0.524
Cl: 0.64 -10.77 -1.71  0.570
Cl: -0.17 -8.39 -3.15  0.512
H: 0.93 -10.28 -3.97  0.017
C: -0.61 -3.12 -5.69  -1.553
Cl: -0.33 -4.69 -4.96  0.518
Cl: -1.62 -3.31 -7.12  0.558
Cl: -1.32 -1.99 -4.53  0.523
H: 0.33 -2.71 -6.02  0.011
C: 0.58 -5.15 -9.66  -1.574
Cl: 1.97 -4.07 -9.85  0.519
Cl: -0.38 -5.19 -11.14  0.534
Cl: 1.11 -6.76 -9.19  0.526
H: -0.03 -4.76 -8.87  -0.060
C: 2.84 10.95 6.87  -1.554
Cl: 3.09 9.35 7.55  0.505
Cl: 1.56 10.92 5.66  0.510
Cl: 2.48 12.12 8.13  0.541
H: 3.76 11.25 6.39  0.009
C: 4.46 3.41 -3.59  -1.505
Cl: 3.52 2.09 -4.27  0.549
Cl: 3.45 4.40 -2.51  0.575
Cl: 5.87 2.81 -2.74  0.564
H: 4.79 4.04 -4.40  0.018
C: -1.52 -8.67 0.09  -1.589
Cl: -2.71 -9.60 0.99  0.534
Cl: -2.13 -7.06 -0.29  0.502
Cl: -0.01 -8.56 0.99  0.496
H: -1.32 -9.18 -0.83  -0.127
C: 6.10 4.62 3.63  -1.511
Cl: 4.63 3.66 3.88  0.535
Cl: 5.68 6.33 3.44  0.548
Cl: 7.21 4.40 4.98  0.560
H: 6.58 4.28 2.73  0.012
C: -6.94 -10.77 -9.05  -1.561
Cl: -6.21 -12.09 -9.97  0.529
Cl: -8.64 -10.60 -9.46  0.527
Cl: -6.73 -11.02 -7.32  0.500
H: -6.44 -9.87 -9.33  0.004
C: 3.27 0.40 5.86  -1.536
Cl: 2.62 1.02 4.33  0.469
Cl: 5.03 0.36 5.81  0.547
Cl: 2.71 1.38 7.21  0.541
H: 2.91 -0.60 5.99  0.013
C: -4.70 -10.18 -2.86  -1.521
Cl: -3.05 -9.55 -2.87  0.522
Cl: -5.10 -11.15 -4.27  0.526
Cl: -4.94 -11.12 -1.39  0.526
H: -5.38 -9.34 -2.83  0.014

***

Computed, not measured: a structure of composition C6H14N3O6P2S5SbY at a distorted geometry, with the ωB97M-V functional and the def2-TZVPD basis.

Output
LUMO	1.594	eV
total charge	-1
calculated total energy	-3805.4994	a.u.
orbital gap	5.910	eV
ΔE to the lowest compared entry with this formula, charge and spin	60.63	kcal per mole

Each line ends with the Löwdin charge.
CARTESIAN COORDINATES (ANGSTROEM)
Y: 0.67 0.49 -0.18  0.698
S: 4.04 -2.96 1.55  -0.282
Sb: 2.48 -2.04 0.19  -0.186
S: 3.10 0.18 -0.61  -0.093
S: 0.45 -1.40 1.40  -0.064
S: 1.81 -3.19 -1.66  -0.239
N: -1.41 3.23 2.39  0.177
C: -1.07 3.43 0.93  -0.499
C: -1.51 4.78 0.41  -0.075
P: 0.75 3.12 0.87  0.251
O: 1.26 4.46 1.62  -0.132
O: 0.90 1.92 1.78  -0.379
O: 1.28 2.98 -0.51  -0.326
P: -1.96 2.04 0.03  0.294
O: -1.82 0.95 1.21  -0.260
O: -3.36 2.50 -0.18  -0.291
O: -1.13 1.54 -1.13  -0.384
H: -1.16 4.05 2.95  0.162
H: -0.82 2.42 2.69  0.136
H: -2.39 2.98 2.51  0.159
H: -1.03 5.59 0.97  0.079
H: -2.59 4.87 0.46  0.078
H: -1.21 4.85 -0.63  0.100
H: 2.23 4.52 1.53  0.095
H: -2.44 0.19 1.02  -0.025
C: -1.63 -2.55 -1.91  -0.066
N: -2.53 -1.45 -2.21  -0.117
C: -2.53 -0.72 -3.39  -0.057
C: -3.44 0.26 -3.26  -0.083
N: -4.01 0.10 -2.02  0.060
C: -3.44 -0.94 -1.36  -0.815
S: -3.81 -1.46 0.21  0.589
H: -1.49 -3.17 -2.79  0.091
H: -2.06 -3.13 -1.10  0.066
H: -0.63 -2.22 -1.60  -0.027
H: -1.86 -0.96 -4.20  0.125
H: -3.73 1.05 -3.93  0.113
H: -4.55 0.79 -1.52  0.128

***

Computed, not measured: the ion C24H35N2O with charge +1, with the ωB97M-V functional and the def2-TZVPD basis.

Output
LUMO	-2.006	eV
total charge	+1
calculated total energy	-1120.0417	a.u.
orbital gap	9.480	eV
ΔE to the lowest compared entry with this formula, charge and spin	6.62	kcal per mole
SMILES string	CC(C)COC[C@H](C[N@H+](Cc1ccccc1)c1ccccc1)N1CCCC1

Each line ends with the Löwdin charge.
CARTESIAN COORDINATES (ANGSTROEM)
C: 0.05 -5.29 -1.16  -0.064
C: -0.33 -4.00 -0.44  -0.411
C: 0.44 -3.87 0.87  -0.063
C: -0.04 -2.81 -1.37  -0.171
O: -0.33 -1.53 -0.80  -0.199
C: -1.71 -1.27 -0.59  -0.129
C: -1.91 0.25 -0.39  -0.258
C: -1.09 0.73 0.84  -0.039
N: 0.36 0.67 0.53  -0.040
C: 1.24 0.66 1.74  -0.050
C: 2.67 0.50 1.29  -0.224
C: 3.55 1.57 1.33  -0.030
C: 4.85 1.41 0.88  -0.055
C: 5.27 0.19 0.38  -0.063
C: 4.39 -0.88 0.33  -0.059
C: 3.09 -0.73 0.79  -0.036
C: 0.78 1.70 -0.41  -0.219
C: 1.32 1.31 -1.63  0.004
C: 1.75 2.27 -2.52  -0.039
C: 1.64 3.62 -2.20  -0.053
C: 1.10 4.00 -0.99  -0.047
C: 0.67 3.04 -0.08  -0.016
N: -3.31 0.55 -0.37  -0.134
C: -3.69 1.93 -0.64  -0.157
C: -3.97 2.61 0.71  -0.157
C: -4.20 1.44 1.69  -0.156
C: -4.09 0.19 0.80  -0.162
H: -0.17 -6.14 -0.53  0.085
H: -0.52 -5.39 -2.09  0.083
H: 1.11 -5.30 -1.40  0.086
H: -1.40 -4.02 -0.23  0.134
H: 0.19 -2.94 1.39  0.063
H: 1.52 -3.88 0.68  0.080
H: 0.20 -4.70 1.53  0.086
H: 1.03 -2.76 -1.59  0.137
H: -0.59 -2.92 -2.30  0.136
H: -2.30 -1.58 -1.45  0.146
H: -2.07 -1.82 0.29  0.126
H: -1.49 0.74 -1.28  0.155
H: -1.30 0.09 1.70  0.144
H: -1.36 1.76 1.09  0.122
H: 0.48 -0.25 0.05  0.133
H: 0.94 -0.18 2.37  0.144
H: 1.10 1.59 2.29  0.139
H: 3.23 2.52 1.72  0.118
H: 5.54 2.24 0.92  0.112
H: 6.28 0.07 0.03  0.111
H: 4.72 -1.83 -0.05  0.110
H: 2.41 -1.57 0.76  0.098
H: 1.40 0.26 -1.87  0.122
H: 2.17 1.97 -3.47  0.116
H: 1.98 4.37 -2.90  0.114
H: 1.01 5.04 -0.74  0.115
H: 0.26 3.35 0.86  0.122
H: -2.92 2.45 -1.22  0.120
H: -4.60 1.90 -1.24  0.123
H: -4.85 3.25 0.64  0.108
H: -3.14 3.24 1.03  0.094
H: -5.18 1.50 2.15  0.109
H: -3.46 1.44 2.48  0.097
H: -3.65 -0.66 1.33  0.112
H: -5.08 -0.11 0.45  0.126

***

Computed, not measured: a structure of composition C7H7HgO6S at a distorted geometry, with the ωB97M-V functional and the def2-TZVPD basis.

Output
LUMO	-4.529	eV
total charge	+1
calculated total energy	-1273.5913	a.u.
orbital gap	7.638	eV
ΔE to the lowest compared entry with this formula, charge and spin	0.00	kcal per mole

Each line ends with the Löwdin charge.
CARTESIAN COORDINATES (ANGSTROEM)
O: 0.23 4.61 -4.50  0.023
C: 0.25 3.64 -3.89  -0.009
Hg: 0.18 -0.28 -0.93  0.853
O: 0.33 3.05 0.81  0.093
C: 0.26 2.46 -0.16  -0.029
C: 0.15 -1.70 -2.56  -0.362
O: 0.04 -2.88 -2.45  0.018
C: 2.97 0.76 -0.96  0.000
O: 4.06 1.00 -0.76  0.092
C: -2.57 0.75 -1.23  0.000
O: -3.71 0.87 -1.22  0.077
H: 0.30 -0.86 -3.36  0.071
C: 0.43 -2.37 2.03  -0.207
S: 0.32 -0.66 1.56  0.613
C: -1.27 -0.17 2.17  -0.229
O: 1.36 0.16 2.18  -0.465
H: -0.49 -2.93 1.79  0.083
H: 0.61 -2.36 3.12  0.087
H: 1.27 -2.85 1.51  0.080
H: -1.27 -0.33 3.25  0.084
H: -1.45 0.89 1.94  0.060
H: -2.01 -0.80 1.67  0.068

***

Computed, not measured: a structure of composition C17H22Cl3N4O4Rh at a distorted geometry, with the ωB97M-V functional and the def2-TZVPD basis.

Output
LUMO (alpha / beta)	-4.582 / -7.873	eV
total charge	+2
calculated total energy	-2671.5646	a.u.
orbital gap (alpha / beta)	9.332 / 6.939	eV
ΔE to the lowest compared entry with this formula, charge and spin	0.00	kcal per mole
spin multiplicity	5
⟨S²⟩	6.034

Each line ends with the Löwdin spin population.
CARTESIAN COORDINATES (ANGSTROEM)
Rh: -0.79 0.11 -0.06  2.537
C: 1.71 4.18 1.20  0.001
N: 2.31 2.89 0.82  0.005
C: 3.79 2.85 0.84  0.001
C: 1.55 1.84 0.60  0.008
O: 0.29 1.86 0.67  0.085
C: 2.19 0.51 0.22  0.002
O: 1.33 -0.59 0.51  0.040
C: 1.45 -1.20 1.78  0.004
C: 0.07 -1.54 2.33  0.011
O: -0.92 -1.09 1.71  0.089
N: -0.04 -2.24 3.43  0.008
C: 1.05 -2.81 4.15  0.002
C: -1.33 -2.48 4.04  0.001
H: 2.33 4.66 1.95  0.000
H: 0.73 4.01 1.66  0.000
H: 1.64 4.84 0.33  0.000
H: 4.18 3.87 0.69  0.000
H: 4.19 2.24 0.05  0.000
H: 4.16 2.48 1.80  0.000
H: 3.16 0.41 0.73  0.001
H: 2.36 0.47 -0.86  0.000
H: 2.03 -0.56 2.46  0.000
H: 2.01 -2.12 1.62  0.000
H: 2.00 -2.54 3.68  0.000
H: 1.03 -3.88 4.18  0.000
H: 1.07 -2.43 5.18  0.000
H: -2.11 -2.29 3.30  0.000
H: -1.52 -1.79 4.89  0.000
H: -1.38 -3.52 4.37  0.000
Cl: -0.11 -3.95 -6.36  0.117
C: -0.29 -2.79 -5.15  0.214
C: -0.74 -3.16 -3.86  0.011
C: -0.77 -2.22 -2.87  0.126
Cl: -1.29 -2.60 -1.28  0.059
C: -0.33 -0.84 -3.13  0.125
O: -0.14 0.00 -2.23  0.306
C: -0.01 -0.50 -4.51  0.123
Cl: 0.34 1.14 -4.80  0.044
C: 0.04 -1.45 -5.48  -0.015
H: -1.03 -4.19 -3.63  -0.002
H: 0.31 -1.19 -6.48  -0.003
N: -4.69 1.46 -1.18  0.006
C: -4.05 2.69 -1.17  0.002
C: -2.81 2.41 -0.76  0.009
N: -2.69 1.04 -0.49  0.067
C: -3.85 0.52 -0.78  0.011
H: -5.68 1.31 -1.37  0.001
H: -4.56 3.59 -1.46  0.000
H: -2.00 3.10 -0.61  0.001
H: -4.15 -0.50 -0.72  0.001